[1]
Entry from the OMol25 dataset: a structure of composition C14H32Br2N4O4 (ωB97M-V/def2-TZVPD).

Relative energy (zero: lowest compared OMol25 entry of this formula, charge and spin) in kcal/mol: 269.0
F_max in eV/Å: 8.6
E in Eh: -6220.21957
Molar mass in g/mol: 480.2
HOMO-LUMO gap in eV: 8.3
E_HOMO in eV: -8.22

```
! RIJCOSX wB97M-V def2-TZVPD def2/J DEFGRID3
* xyz 0 1
C 1.56663 -1.34200 1.25727
O 2.13447 -0.85822 0.23550
N 2.14900 -2.18372 2.14826
C 1.57045 -2.67645 3.39945
C 3.60692 -2.62822 1.96398
H 0.48932 -1.25433 1.46676
H 1.65873 -3.76230 3.43494
H 0.55518 -2.30195 3.53009
H 2.03904 -2.33321 4.32179
H 3.59745 -3.69547 1.74265
H 4.02313 -2.18339 1.06010
H 4.23813 -2.43785 2.83199
C -1.07106 -1.76485 -0.42891
O -0.18238 -1.14108 -0.93829
N -0.82520 -3.02092 0.05497
C -1.84909 -3.60563 0.85234
C 0.40731 -3.80090 -0.02974
H -2.07945 -1.38119 -0.20946
H -1.73001 -3.43943 1.92299
H -1.90076 -4.67093 0.62750
H -2.89325 -3.32430 0.71566
H 1.22074 -3.59893 -0.72662
H 0.80162 -4.09444 0.94312
H 0.21104 -4.80599 -0.40306
C 0.08225 -0.44087 -4.66401
O 0.63720 -1.44468 -4.20175
N -0.71769 0.40785 -3.86077
C -1.15987 1.68131 -4.40691
C -1.01847 0.20208 -2.45926
H 0.15238 -0.08561 -5.70375
H -0.49052 2.50863 -4.17111
H -2.16543 1.82421 -4.01128
H -1.23494 1.64093 -5.49357
H -1.05392 1.06167 -1.78996
H -2.08769 -0.00754 -2.42888
H -0.52630 -0.69926 -2.09396
C -1.83769 4.32453 0.40673
O -2.25872 4.88838 -0.65254
N -0.55373 4.36865 0.86250
C -0.07171 3.67502 2.05249
C 0.31539 5.35353 0.18927
H -2.52565 3.72240 1.02021
H 0.31349 4.31869 2.84332
H 0.76025 3.01181 1.81564
H -0.93347 3.24974 2.56689
H 1.12154 4.90407 -0.39056
H -0.17766 6.04512 -0.49388
H 0.81788 6.01181 0.89798
Br -2.06348 1.80646 1.61262
C -0.67004 0.41533 1.24613
C -0.12773 0.67494 -0.15341
Br 1.10038 2.29284 -0.10953
H -1.05715 -0.60360 1.25131
H 0.16395 0.40818 1.94792
H -0.96571 0.89685 -0.81421
H 0.49492 -0.10754 -0.58716
*
```

---

[2]
Entry from the OMol25 dataset: the molecule C22H32NO6P (ωB97M-V/def2-TZVPD).

Relative energy (zero: lowest compared OMol25 entry of this formula, charge and spin) in kcal/mol: 0.0
F_max in eV/Å: 1.0
E in Eh: -1705.07777
Molar mass in g/mol: 437.5
HOMO-LUMO gap in eV: 8.6
SMILES: COc1cc([C@H](O)[P@](=O)(OCC(C)C)c2ccc(N(C)C)cc2)cc(OC)c1OC
E_HOMO in eV: -8.09

```
! RIJCOSX wB97M-V def2-TZVPD def2/J DEFGRID3
* xyz 0 1
C 1.27126 0.28066 0.11724
C 1.62615 1.46262 0.74066
C 2.16043 2.53627 -0.00297
C 2.36264 2.37380 -1.37523
C 1.98942 1.17189 -1.98597
C 1.43477 0.14543 -1.25715
C 0.98435 -1.12217 -1.91546
H 0.86443 -0.54341 0.67878
O 1.48942 1.68423 2.08234
C 1.00544 0.63844 2.88708
H -0.01073 0.34578 2.60386
H 1.00072 1.03165 3.90307
H 1.65715 -0.23979 2.84193
O 2.51098 3.71159 0.64502
C 1.42659 4.45327 1.16586
H 1.86169 5.36052 1.58234
H 0.71366 4.71759 0.37522
H 0.90330 3.90535 1.95217
O 2.89372 3.27841 -2.23870
C 3.43530 4.49963 -1.78616
H 3.92957 4.93017 -2.65768
H 2.65712 5.18509 -1.44028
H 4.16213 4.34802 -0.98669
H 2.14389 1.06913 -3.04687
O 1.14655 -1.09257 -3.30179
H 1.54110 -1.97509 -1.48209
H 0.46284 -1.66920 -3.67984
P -0.83441 -1.47040 -1.57340
O -1.36608 -2.24014 -2.71281
O -1.60508 -0.07570 -1.34028
C -2.25090 0.54271 -2.44405
C -1.34149 1.55639 -3.13793
C -1.03740 2.72185 -2.20084
H -0.65364 2.34947 -1.25407
H -1.94078 3.29989 -2.01198
H -0.28945 3.37582 -2.64172
C -1.99120 2.04571 -4.42861
H -2.94330 2.52867 -4.21702
H -2.16895 1.21629 -5.10865
H -1.34249 2.76395 -4.92304
H -0.40406 1.04461 -3.37965
H -2.56622 -0.23192 -3.15281
H -3.13843 1.03709 -2.03686
C -0.96804 -2.25216 0.04744
C -1.56955 -1.64976 1.14310
C -1.63314 -2.30174 2.35520
C -1.09460 -3.59010 2.51927
N -1.13526 -4.22687 3.72834
C -1.88728 -3.66150 4.82204
H -1.45358 -2.70972 5.14235
H -2.93384 -3.49464 4.54680
H -1.86430 -4.34271 5.66883
C -0.62734 -5.57032 3.86168
H -1.19086 -6.28240 3.24851
H 0.42485 -5.61384 3.57026
H -0.69875 -5.88293 4.90056
C -0.49958 -4.18995 1.39543
C -0.43906 -3.52818 0.18963
H 0.00936 -4.00750 -0.66956
H -0.08792 -5.18320 1.45891
H -2.10964 -1.80188 3.18243
H -1.99149 -0.66216 1.03382
*
```

---

[3]
Entry from the OMol25 dataset: the ion C4H7N2O with charge +1 (ωB97M-V/def2-TZVPD).

Relative energy (zero: lowest compared OMol25 entry of this formula, charge and spin) in kcal/mol: 62.1
F_max in eV/Å: 6.1
E in Eh: -341.03734
Molar mass in g/mol: 99.1
HOMO-LUMO gap in eV: 9.1
SMILES: C=C1C=N[C@@H]([NH3+])O1
E_HOMO in eV: -13.44

```
! RIJCOSX wB97M-V def2-TZVPD def2/J DEFGRID3
* xyz 1 1
C 0.73499 -1.25966 0.16748
C 1.33369 0.02747 0.03371
C 2.60782 0.43551 0.03156
C -0.97938 -0.01381 -0.53580
N -0.55052 -1.27015 -0.07614
N -2.14910 0.46962 0.26188
O 0.27846 0.93069 -0.31056
H 1.14485 -2.10280 0.47650
H 2.83621 1.43184 -0.20937
H 3.43428 -0.23667 0.31526
H -1.13446 0.04513 -1.57657
H -2.61907 1.33895 0.12932
H -2.12512 0.50953 1.25928
H -2.81265 -0.30564 0.03346
*
```

---

[4]
Entry from the OMol25 dataset: the ion C3H10N6 with charge +2 (ωB97M-V/def2-TZVPD).

Relative energy (zero: lowest compared OMol25 entry of this formula, charge and spin) in kcal/mol: 80.0
F_max in eV/Å: 5.8
E in Eh: -448.01501
Molar mass in g/mol: 130.2
HOMO-LUMO gap (spin up / spin down) in eV: 5.4 / 7.6
E_HOMO (spin up / spin down) in eV: -16.46 / -16.97

```
! RIJCOSX wB97M-V def2-TZVPD def2/J DEFGRID3
* xyz 2 1
C -0.48026 -1.95451 -2.02919
C 0.33455 1.98642 1.61819
C -1.39095 0.41799 0.53075
N -0.85958 -1.20954 -1.11865
N -0.78753 -0.20742 -0.43225
N -0.97678 1.39139 1.38701
N 1.36256 0.96982 1.84448
N -1.23498 -2.41993 -3.02103
N 1.73024 0.43568 0.63715
H 0.44898 -2.45073 -1.89214
H 0.62384 2.60753 0.79362
H 0.10308 2.66645 2.47335
H -2.42598 0.09749 0.86238
H -1.69359 1.64425 2.00091
H 1.92431 0.92329 2.74027
H -1.00391 -3.15517 -3.53455
H -2.21147 -2.20260 -2.93673
H 2.34819 -0.44289 0.69687
H 2.22719 1.06611 0.08961
*
```

---

[5]
Entry from the OMol25 dataset: a structure of composition C41H51ClN5O4PPb (ωB97M-V/def2-TZVPD).

Relative energy (zero: lowest compared OMol25 entry of this formula, charge and spin) in kcal/mol: 5.2
F_max in eV/Å: 0.4
E in Eh: -3162.11908
Molar mass in g/mol: 951.5
HOMO-LUMO gap in eV: 7.2
E_HOMO in eV: -7.11

```
! RIJCOSX wB97M-V def2-TZVPD def2/J DEFGRID3
* xyz 0 1
Pb 0.18416 0.14993 -0.32053
C 4.71364 -7.03999 1.79596
O 5.83562 -6.19820 1.61564
C 5.81741 -4.97833 2.22219
C 4.73925 -4.46145 2.92927
C 4.84116 -3.20923 3.52704
C 6.02361 -2.48716 3.46222
C 7.10508 -3.02464 2.76578
C 6.99689 -4.24023 2.12613
N 6.27696 -1.35269 4.30213
N 5.49790 -0.39828 4.46090
C 4.34328 -0.11819 3.67312
C 3.28983 0.41966 4.38170
C 2.06917 0.74755 3.79658
C 1.85250 0.59035 2.43133
O 0.71104 0.84718 1.87702
C 2.99461 0.15560 1.64841
N 2.82211 0.14583 0.30280
C 3.83000 -0.14491 -0.48033
C 5.11378 -0.41719 0.01434
C 5.30876 -0.42753 1.36602
C 4.22984 -0.18426 2.24952
H 4.91721 -7.94185 1.22531
H 3.79711 -6.57920 1.41960
H 4.57935 -7.29979 2.84970
H 3.82579 -5.02828 3.04799
H 4.00338 -2.81554 4.08882
H 8.03889 -2.47581 2.74581
H 7.83230 -4.66469 1.58519
H 3.42886 0.55049 5.44829
H 1.25554 1.13215 4.39723
H 3.63686 -0.14485 -1.54785
H 5.93166 -0.59776 -0.66987
H 6.29687 -0.58965 1.75934
N -0.39558 1.01939 -3.14766
C 0.65848 1.77881 -3.82218
C 1.48431 2.58286 -2.83044
C 0.72729 3.74877 -2.16413
C 0.69701 3.70501 -0.64695
N -0.18244 2.64524 -0.14949
H -0.81833 0.35024 -3.77866
H -1.15491 1.59762 -2.80272
H 0.26308 2.45337 -4.59383
H 1.31168 1.06422 -4.32762
H 2.35079 2.97574 -3.36619
H 1.86997 1.90547 -2.06033
H -0.30135 3.80052 -2.53826
H 1.19499 4.69307 -2.44748
H 0.37969 4.68221 -0.26897
H 1.70358 3.52377 -0.26062
H -1.13058 2.72956 -0.51245
H -0.22837 2.67032 0.86592
Cl -8.74556 -0.20098 0.82244
C -7.04844 0.01930 0.50709
C -6.63940 0.41861 -0.75479
C -5.28666 0.60063 -0.99546
C -4.35351 0.36513 0.00578
C -4.78376 -0.04479 1.26206
C -6.13480 -0.20876 1.52340
C -2.88455 0.53295 -0.27914
O -2.53117 1.31930 -1.17989
O -2.09473 -0.16500 0.42903
H -7.37265 0.58625 -1.53138
H -4.94012 0.93091 -1.96548
H -4.04845 -0.23455 2.03244
H -6.48064 -0.51563 2.50070
C -1.30529 -3.90734 -2.55401
C -1.02131 -4.48788 -1.16096
C -2.37194 -4.77537 -0.49835
C -0.22813 -5.78321 -1.32957
P -0.13764 -3.12951 -0.18220
C 1.54944 -3.22872 -0.91826
C 1.68899 -2.55510 -2.13765
C 2.88543 -2.56398 -2.84025
C 3.99556 -3.20226 -2.30797
C 3.89333 -3.83264 -1.07654
C 2.68215 -3.85638 -0.39886
C -0.02560 -3.60951 1.63063
C 0.29698 -5.06354 1.97524
C 1.01370 -2.66048 2.24878
C -1.37649 -3.22927 2.26539
H -1.96955 -4.58807 -3.09311
H -0.39460 -3.80417 -3.14370
H -1.79860 -2.93487 -2.48883
H -2.97981 -5.38284 -1.17400
H -2.92071 -3.85461 -0.28829
H -2.26120 -5.33274 0.43074
H -0.77375 -6.45139 -2.00303
H -0.08877 -6.30857 -0.38587
H 0.75328 -5.59914 -1.76894
H 0.84386 -2.00848 -2.54325
H 2.95313 -2.05850 -3.79594
H 4.93870 -3.19515 -2.83925
H 4.76111 -4.31205 -0.64078
H 2.63598 -4.36157 0.55476
H 1.19853 -5.42953 1.48639
H -0.52239 -5.73114 1.70998
H 0.44640 -5.14641 3.05642
H 2.00538 -2.73870 1.80421
H 1.10543 -2.87583 3.31726
H 0.68068 -1.62448 2.16074
H -2.16266 -3.94276 2.02680
H -1.70452 -2.23930 1.94063
H -1.26180 -3.21384 3.35293
*
```